{
  "formula": "C4H4S",
  "method": "ωB97M-V with the def2-TZVPD basis set",
  "de_lowest_kcal_mol": 89.0,
  "lumo_ev": 0.52,
  "smiles": "C=C=C1CS1",
  "species": ["C", "C", "C", "C", "S", "H", "H", "H", "H"],
  "xyz": [[0.0837, -1.4302, -1.4555], [-0.3932, -0.4669, -0.7195], [-0.3705, 0.4124, 0.2577], [-0.2266, 1.3523, 1.3858], [1.3526, 0.8176, 0.6245], [0.0447, -2.5495, -1.0827], [0.4523, -1.2707, -2.4936], [-0.4743, 2.3606, 1.1376], [-0.4686, 0.7743, 2.3457]]
}


{
  "formula": "H6O3",
  "method": "ωB97M-V with the def2-TZVPD basis set",
  "de_lowest_kcal_mol": 10.5,
  "lumo_ev": 0.34,
  "smiles": "O.O.O",
  "species": ["O", "H", "H", "O", "H", "H", "O", "H", "H"],
  "xyz": [[0.4883, -0.4691, 1.1373], [1.1489, -1.0343, 1.5565], [-0.2821, -0.5154, 1.7168], [-0.2560, -1.3008, -1.6326], [-0.0985, -2.2078, -1.9164], [0.3416, -1.1599, -0.8812], [-0.5686, 2.5860, 0.1244], [-0.1620, 2.3452, -0.7157], [-0.6116, 1.7560, 0.6109]]
}


{
  "formula": "C11H19N3O2",
  "method": "ωB97M-V with the def2-TZVPD basis set",
  "de_lowest_kcal_mol": 7.6,
  "lumo_ev": 0.30,
  "smiles": "[H]/N=C1/NC[C@@H]([C@@H](CCC=C(C)C)C(=O)O)N1",
  "species": ["H", "N", "C", "N", "C", "C", "C", "C", "C", "C", "C", "C", "C", "C", "O", "O", "N", "H", "H", "H", "H", "H", "H", "H", "H", "H", "H", "H", "H", "H", "H", "H", "H", "H", "H"],
  "xyz": [[3.2617, -4.0859, -2.0731], [2.4535, -3.7481, -2.6203], [1.6001, -3.0626, -2.0017], [0.5188, -2.5951, -2.6308], [-0.1546, -1.5442, -1.8234], [0.7712, -1.5362, -0.5786], [-0.0201, -1.5798, 0.7455], [-0.9347, -0.3303, 0.9903], [-0.1364, 0.9656, 0.9971], [-1.0401, 2.0965, 1.2942], [-0.7006, 3.3848, 0.9805], [0.6028, 3.7876, 0.3472], [-1.7072, 4.4743, 1.2014], [-0.8839, -2.8380, 0.9526], [-1.7961, -2.8177, 1.7458], [-0.5024, -3.9396, 0.2454], [1.6993, -2.6574, -0.7167], [0.6313, -2.5248, -3.6236], [-0.2171, -0.5532, -2.2520], [-1.1847, -1.8054, -1.6079], [1.3420, -0.5882, -0.5591], [0.7249, -1.5532, 1.5755], [-1.4343, -0.3895, 1.9623], [-1.7165, -0.2840, 0.1843], [0.4194, 1.1228, 0.0426], [0.6025, 0.9551, 1.8017], [-2.0224, 1.9068, 1.7624], [0.7073, 4.8750, 0.4061], [0.6538, 3.4838, -0.6922], [1.4301, 3.3441, 0.8936], [-1.7889, 5.0392, 0.2944], [-2.6883, 4.0605, 1.4155], [-1.4139, 5.1214, 2.0217], [0.2481, -3.6462, -0.3177], [2.6755, -2.5382, -0.3629]]
}


{
  "formula": "C5H12N2S",
  "method": "ωB97M-V with the def2-TZVPD basis set",
  "de_lowest_kcal_mol": 40.0,
  "lumo_ev": 0.70,
  "smiles": "[H]/N=C/[C@@H](SN)C(C)C",
  "species": ["H", "N", "C", "C", "S", "N", "C", "C", "C", "H", "H", "H", "H", "H", "H", "H", "H", "H", "H", "H"],
  "xyz": [[-3.3723, -0.5301, 1.0654], [-2.4341, -0.0102, 1.1079], [-1.5051, -0.4621, 0.4362], [-0.0947, -0.0775, 0.6095], [0.6440, -1.7755, 0.9900], [1.5572, -1.5129, 2.4441], [0.5455, 0.5929, -0.6121], [-0.0064, 2.0211, -0.7919], [0.3191, -0.3566, -1.9435], [-1.6499, -1.1006, -0.4608], [0.0223, 0.4011, 1.5615], [1.6791, -2.4085, 2.8464], [2.2931, -0.9092, 2.2793], [1.6726, 0.6112, -0.4659], [0.8140, 2.6376, -0.5633], [-0.8012, 2.2502, 0.0186], [-0.2281, 2.3469, -1.7742], [-0.7380, -0.2130, -2.2267], [0.8228, -0.0793, -2.7986], [0.4602, -1.4255, -1.7217]]
}


{
  "formula": "C6H4O",
  "method": "ωB97M-V with the def2-TZVPD basis set",
  "de_lowest_kcal_mol": 106.8,
  "lumo_ev": -0.18,
  "species": ["C", "C", "C", "C", "C", "C", "O", "H", "H", "H", "H"],
  "xyz": [[-1.0421, 1.8254, -2.6577], [-0.5229, 1.4613, -1.5670], [-0.0727, 0.6784, -0.5489], [-0.8279, -0.2400, 0.2935], [0.1507, -0.8293, 1.2268], [1.3439, -0.4433, 0.7670], [1.2395, 0.3935, -0.3212], [-0.7061, -0.5832, -0.9003], [-1.8795, -0.1310, 0.5516], [-0.0397, -1.4392, 2.1051], [2.3568, -0.6925, 1.0512]]
}


{
  "formula": "C20H60O10",
  "method": "ωB97M-V with the def2-TZVPD basis set",
  "de_lowest_kcal_mol": 15.1,
  "lumo_ev": 0.34,
  "smiles": "CCO.CCO.CCO.CCO.CCO.CCO.CCO.CCO.CCO.CCO",
  "species": ["C", "C", "O", "H", "H", "H", "H", "H", "H", "C", "C", "O", "H", "H", "H", "H", "H", "H", "C", "C", "O", "H", "H", "H", "H", "H", "H", "C", "C", "O", "H", "H", "H", "H", "H", "H", "C", "C", "O", "H", "H", "H", "H", "H", "H", "C", "C", "O", "H", "H", "H", "H", "H", "H", "C", "C", "O", "H", "H", "H", "H", "H", "H", "C", "C", "O", "H", "H", "H", "H", "H", "H", "C", "C", "O", "H", "H", "H", "H", "H", "H", "C", "C", "O", "H", "H", "H", "H", "H", "H"],
  "xyz": [[1.1531, 0.2455, -0.1756], [-0.0527, -0.5957, 0.1982], [0.1500, -1.9214, -0.2834], [2.0561, -0.2051, 0.2318], [1.0543, 1.2487, 0.2421], [1.2272, 0.3067, -1.2599], [-0.9890, -0.2253, -0.2389], [-0.2258, -0.5951, 1.2802], [-0.3899, -2.5604, 0.2187], [-3.8536, 0.8242, -2.3152], [-2.5922, 1.2495, -3.0225], [-2.8511, 1.3266, -4.4226], [-4.1594, -0.2002, -2.5404], [-4.6875, 1.4239, -2.6856], [-3.7326, 0.9001, -1.2374], [-1.7272, 0.6020, -2.8329], [-2.2613, 2.2237, -2.6400], [-2.0393, 1.6034, -4.8574], [-1.1947, -1.3247, 4.2511], [-2.3241, -2.2197, 4.6944], [-2.8501, -2.8972, 3.5343], [-0.4455, -1.8710, 3.6802], [-0.7709, -0.8218, 5.1188], [-1.5769, -0.5660, 3.5638], [-3.1604, -1.6522, 5.1174], [-2.0237, -2.9262, 5.4739], [-3.3869, -3.6482, 3.8116], [-0.6660, -5.9210, 1.9308], [-0.2226, -4.4770, 1.8349], [-1.2839, -3.6537, 1.3405], [0.1628, -6.5962, 2.1436], [-1.0851, -6.1775, 0.9552], [-1.4439, -6.0285, 2.6882], [0.6726, -4.3838, 1.2166], [0.0781, -4.0939, 2.8210], [-1.9259, -3.5736, 2.0803], [1.0445, 3.0042, -2.6105], [2.2359, 3.2306, -3.5102], [3.1406, 4.0494, -2.7734], [0.5682, 3.9779, -2.4397], [1.3046, 2.6479, -1.6159], [0.2714, 2.3492, -3.0134], [1.9520, 3.7025, -4.4563], [2.6974, 2.2715, -3.7751], [3.9546, 4.1651, -3.2746], [3.2212, -4.0715, -0.5437], [2.1913, -4.0436, -1.6561], [2.0307, -2.7451, -2.1948], [2.9681, -3.3811, 0.2563], [4.1958, -3.8437, -0.9791], [3.3145, -5.1030, -0.1855], [1.2249, -4.4467, -1.3176], [2.4692, -4.6991, -2.4857], [1.4110, -2.2534, -1.6265], [-2.4434, -2.7236, -2.3373], [-1.8607, -4.1149, -2.1187], [-1.3830, -4.6722, -3.3299], [-3.2884, -2.7613, -3.0261], [-1.6896, -2.0005, -2.6485], [-2.8742, -2.3346, -1.4062], [-2.6383, -4.7862, -1.7542], [-1.0852, -4.0731, -1.3487], [-0.6754, -4.1218, -3.6808], [1.8744, 5.8821, 1.5597], [0.6958, 5.1658, 0.9202], [0.7451, 3.7890, 1.2601], [1.9401, 6.9101, 1.2037], [2.7667, 5.4053, 1.1406], [1.9115, 5.7815, 2.6396], [0.7520, 5.2773, -0.1722], [-0.2642, 5.6175, 1.2096], [0.0174, 3.3656, 0.7542], [4.2326, 1.9697, 1.8678], [3.8719, 3.1112, 0.9158], [3.8821, 2.5946, -0.4006], [3.5122, 1.1735, 1.6903], [4.2456, 2.3824, 2.8789], [5.2489, 1.6181, 1.6902], [4.6312, 3.8865, 1.0845], [2.8836, 3.4992, 1.1721], [3.5430, 3.2547, -1.0278], [-2.2745, 1.9834, 1.8769], [-2.7163, 2.9051, 0.7590], [-1.5997, 3.0301, -0.1444], [-1.3387, 2.3022, 2.3303], [-2.1437, 0.9879, 1.4459], [-3.0533, 1.8969, 2.6366], [-2.9831, 3.8947, 1.1425], [-3.5616, 2.4762, 0.2189], [-1.7090, 3.7976, -0.7160]]
}


{
  "formula": "C3H8O2",
  "method": "ωB97M-V with the def2-TZVPD basis set",
  "de_lowest_kcal_mol": 73.3,
  "lumo_ev": 0.91,
  "smiles": "O=CCO.C",
  "species": ["O", "C", "C", "O", "H", "H", "H", "H", "C", "H", "H", "H", "H"],
  "xyz": [[0.2893, 0.3228, -1.7684], [0.3634, 0.7899, -0.6378], [-0.9812, 0.8673, 0.0917], [-1.5737, -0.3633, -0.3086], [1.2514, 1.3329, -0.2882], [-0.9531, 0.9519, 1.1845], [-1.5547, 1.6828, -0.3522], [-1.1628, -0.4102, -1.2225], [0.9047, -0.9491, 0.6269], [0.6345, -1.9075, 1.0353], [1.2500, -0.3147, 1.4615], [1.7615, -1.1088, -0.0461], [-0.2293, -0.8940, 0.2237]]
}